7 unconnected molecules or ions with the total composition C13H36Cl4O6S6. Source: the Open Molecules 2025 dataset; level of theory: ωB97M-V/def2-TZVPD.

Computed properties:
Kohn-Sham gap ... 8.7 eV
Energy above the lowest of the compared OMol25 structures with the same formula, charge and spin ... 47.1 kcal per mole
LUMO ... 0.15 eV
Total charge ... 0

Geometry (Å):
C  -6.284527  -4.480331  -2.262963
S  -6.329786  -2.877770  -3.217834
O  -4.964465  -2.215805  -3.091222
C  -6.329103  -3.646861  -4.920902
H  -5.964720  -4.368934  -1.226907
H  -5.421127  -5.046577  -2.612255
H  -7.174236  -5.097698  -2.386922
H  -6.230798  -2.972062  -5.771245
H  -7.317699  -4.088064  -5.047847
H  -5.606098  -4.448707  -5.070624
C  -0.487928  6.031131  -2.962423
S  1.225602  6.548367  -2.947081
O  2.001253  5.518029  -2.158417
C  1.581480  6.257644  -4.699715
H  -0.609168  5.032226  -3.381437
H  -1.023313  6.758514  -3.572662
H  -0.841221  6.016078  -1.931374
H  2.630024  5.967529  -4.766715
H  1.301178  7.173380  -5.220253
H  0.889152  5.555614  -5.164408
C  -1.392531  -0.706392  0.730207
S  0.111211  -0.231201  1.699672
O  1.167676  -1.301019  1.473752
C  0.603663  1.345521  0.812007
H  -2.184782  0.041783  0.703770
H  -1.722359  -1.726990  0.924338
H  -1.054765  -0.806596  -0.301289
H  1.323309  1.080744  0.037345
H  1.071835  2.026340  1.522916
H  -0.385180  1.721637  0.549651
C  3.141966  9.605689  2.537581
S  2.694202  7.781914  2.567502
O  3.099923  7.209456  3.941298
C  0.897347  7.972191  2.345062
H  2.890890  10.158686  1.632454
H  4.210763  9.707642  2.725641
H  2.530083  10.012252  3.342806
H  0.543563  8.331823  3.311306
H  0.378410  7.028369  2.177699
H  0.715296  8.620527  1.487967
C  6.067930  -4.344108  1.227058
S  5.806714  -6.133855  1.764031
O  6.683218  -6.339440  2.990537
C  4.082804  -5.986754  2.461305
H  6.871238  -4.224203  0.500118
H  6.304291  -3.749615  2.109559
H  5.205473  -3.866225  0.762412
H  3.639913  -6.981882  2.501915
H  3.596190  -5.313386  1.755697
H  4.046170  -5.437939  3.402352
C  -1.045562  -5.011286  4.386907
S  -2.639158  -4.608220  5.088014
O  -3.081741  -3.207089  4.617915
C  -3.620631  -5.783730  4.108048
H  -0.625965  -5.945251  4.760732
H  -0.454451  -4.168625  4.745543
H  -1.128049  -4.955845  3.301448
H  -4.673361  -5.701980  4.378601
H  -3.284262  -6.810261  4.253651
H  -3.631996  -5.476948  3.062172
C  1.613771  -1.049511  -4.777839
Cl  2.508766  -1.585555  -3.358400
Cl  2.517306  -1.636736  -6.241769
Cl  0.022961  -1.882056  -4.767850
Cl  1.533413  0.712420  -4.840637

Atoms 1-6, force components in eV/Å:
C 1.16 -0.16 -0.57
S 1.90 -0.10 -0.73
O -1.59 -0.89 0.20
C -0.76 -0.55 0.28
H -0.79 0.77 0.15
H -0.04 -0.05 -0.68



7 unconnected molecules or ions with the total composition C13H36O7. Source: the Open Molecules 2025 dataset; level of theory: ωB97M-V/def2-TZVPD.

Computed properties:
Kohn-Sham gap ... 9.7 eV
SMILES ... C1CCOC1.C1CCOC1.CO.CO.CO.CO.CO
Energy above the lowest of the compared OMol25 structures with the same formula, charge and spin ... 90.7 kcal per mole
LUMO ... 0.36 eV
Total charge ... 0

Geometry (Å):
C  -8.465360  8.060620  -8.633580
O  -7.327470  7.355910  -8.686790
H  -9.219290  7.278980  -8.540180
H  -8.537650  8.824640  -7.859530
H  -8.573420  8.580670  -9.585400
H  -7.541150  6.483780  -9.026400
C  -6.813150  11.202060  -6.292150
O  -7.393580  11.881860  -7.351540
H  -6.625740  10.205710  -6.692500
H  -5.938730  11.728840  -5.910070
H  -7.532350  10.870560  -5.543180
H  -6.741630  11.952780  -8.052640
C  -5.415930  5.444590  -11.099730
O  -6.265150  4.334650  -10.649090
H  -5.623270  5.435360  -12.169790
H  -5.837380  6.306890  -10.583100
H  -4.372200  5.159290  -10.968090
H  -7.171000  4.581320  -10.849560
C  -11.273370  10.564560  -8.509370
O  -12.603100  10.867450  -8.235960
H  -10.935740  9.578110  -8.191550
H  -11.146760  10.539570  -9.591700
H  -10.416260  11.134280  -8.150360
H  -12.797550  11.783590  -8.446870
C  -9.748650  5.936660  -11.467020
O  -9.034140  4.844210  -10.797710
H  -9.899450  5.660930  -12.510730
H  -10.740400  6.016590  -11.021890
H  -9.190360  6.869160  -11.384220
H  -9.407460  4.037090  -11.159350
C  -10.699510  8.350910  -5.158680
C  -11.824250  7.848000  -6.095910
C  -12.679110  7.069190  -5.091320
O  -12.305220  7.469300  -3.785770
C  -11.377550  8.534980  -3.810100
H  -10.158320  9.161770  -5.646250
H  -9.966880  7.560420  -4.995990
H  -11.563580  7.274630  -6.985520
H  -12.456520  8.710710  -6.305840
H  -12.386580  6.020480  -5.143560
H  -13.734550  7.296910  -5.240620
H  -10.725060  8.621810  -2.941290
H  -11.914480  9.482060  -3.756820
C  -4.695290  9.247490  -10.345560
C  -4.874280  10.519460  -11.254990
C  -5.450670  11.494100  -10.201120
O  -4.528880  11.183390  -9.163970
C  -4.391110  9.774130  -8.904370
H  -4.005530  8.573610  -10.853710
H  -5.544150  8.563720  -10.343710
H  -5.514460  10.250270  -12.095110
H  -3.913560  10.777300  -11.700680
H  -6.508040  11.340850  -9.985310
H  -5.264500  12.526710  -10.496360
H  -5.149010  9.306060  -8.276200
H  -3.426610  9.588790  -8.431640

Atoms 1-6, force components in eV/Å:
C -2.52 0.57 -0.88
O 3.64 -1.40 0.40
H -1.14 0.83 0.24
H 0.31 -0.29 0.36
H -0.62 0.37 -0.22
H 0.32 -0.15 0.10



A molecular structure, C13H37CaN3P. Source: the Open Molecules 2025 dataset; level of theory: ωB97M-V/def2-TZVPD.

Computed properties:
Kohn-Sham gap ... 5.1 eV
Energy above the lowest of the compared OMol25 structures with the same formula, charge and spin ... 19.1 kcal per mole
LUMO ... 2.96 eV
Total charge ... -1

Geometry (Å):
C  0.069320  -2.271345  -1.926470
Ca  -0.527786  -0.708212  -0.257777
N  -0.035830  1.500106  1.231441
N  0.834795  1.244858  -1.967896
H  0.791408  1.200184  1.697191
H  -1.689120  0.501573  0.721801
H  -0.677025  -3.067538  -1.591655
H  1.140904  -2.493725  -1.682584
H  -0.092071  -1.680063  -2.871545
H  1.754025  1.616592  -1.698880
H  0.221387  2.058255  -1.959275
H  0.943410  1.008011  -2.947509
H  0.057812  2.392861  0.755928
H  -0.734444  1.663362  1.957151
C  1.746733  -2.437712  5.193374
C  1.416158  -1.548711  3.983999
C  0.375749  -0.513901  4.420255
C  2.681468  -0.805411  3.499200
P  0.725258  -2.540144  2.540459
N  0.617128  -1.616115  1.317410
C  1.810956  -4.080056  2.277876
C  1.476586  -5.202737  3.277899
C  1.616080  -4.590716  0.842011
C  3.299701  -3.720990  2.429126
C  -1.071034  -3.043032  2.868180
C  -1.458363  -4.115820  1.834283
C  -1.271985  -3.577426  4.282766
C  -1.971655  -1.807597  2.659259
H  2.029000  -1.766045  6.019783
H  2.602274  -3.104789  5.038591
H  0.893921  -3.027421  5.555091
H  0.871098  0.164950  5.128590
H  0.026805  0.085002  3.567913
H  -0.479387  -0.949230  4.951321
H  3.589072  -1.405360  3.636218
H  2.582280  -0.515201  2.442052
H  2.793017  0.102614  4.107173
H  0.496158  -5.661958  3.109446
H  2.215641  -6.005354  3.124427
H  1.560407  -4.903850  4.331086
H  0.697843  -5.179365  0.727923
H  1.604831  -3.748542  0.136677
H  2.464919  -5.250127  0.606991
H  3.574778  -2.868492  1.794756
H  3.602338  -3.528935  3.465642
H  3.888405  -4.588906  2.091714
H  -1.025932  -5.104486  2.033130
H  -2.551130  -4.214695  1.883510
H  -1.209764  -3.820764  0.802037
H  -1.148025  -2.817711  5.062975
H  -2.324672  -3.891384  4.329873
H  -0.665686  -4.457835  4.529449
H  -1.986019  -1.125448  3.513910
H  -1.625187  -1.216354  1.788157
H  -2.991025  -2.139594  2.435928

Atoms 1-6, force components in eV/Å:
C -0.05 -0.43 -0.42
Ca 1.05 0.75 -0.27
N 0.03 0.97 0.37
N 0.42 0.63 0.04
H 1.24 0.02 0.31
H -2.77 0.26 -0.17



A molecular structure, C13H37N3NaO4. Source: the Open Molecules 2025 dataset; level of theory: ωB97M-V/def2-TZVPD.

Computed properties:
Kohn-Sham gap ... 10.1 eV
Energy above the lowest of the compared OMol25 structures with the same formula, charge and spin ... 42.7 kcal per mole
LUMO ... -2.26 eV
Total charge ... +1

Geometry (Å):
Na  0.169013  -0.078428  0.922276
C  -2.647757  1.499612  -0.639574
C  -3.039537  0.121312  -0.287864
C  -2.876167  -0.926058  -1.439954
O  -3.611277  -0.517288  -2.550844
C  -3.373947  -1.270168  -3.729224
N  -2.522127  -0.336928  1.070846
H  -1.705757  1.624592  -1.173544
H  -2.453877  2.079202  0.262966
H  -3.455187  1.968012  -1.202384
H  -4.111987  0.220892  -0.120424
H  -3.244567  -1.914358  -1.164934
H  -1.831817  -0.982268  -1.747034
H  -2.360087  -1.427298  -4.097334
H  -3.709447  -0.653768  -4.563234
H  -3.958557  -2.179438  -3.589384
H  -3.068077  -1.137568  1.355466
H  -2.819037  0.438662  1.645656
C  0.381853  -4.536848  -0.682444
C  0.620113  -2.999998  -0.296704
C  0.862113  -2.082148  -1.516204
O  1.285243  -0.703928  -1.186864
C  1.789653  -0.036818  -2.317494
N  -0.377007  -2.582148  0.750096
H  -0.566877  -4.775588  -1.163084
H  0.162623  -5.107798  0.219806
H  1.288843  -4.973188  -1.100864
H  1.581753  -2.998908  0.216466
H  -0.051287  -2.072788  -2.110934
H  1.761123  -2.527378  -1.942404
H  2.713663  -0.454058  -2.717754
H  1.998293  0.957012  -1.921424
H  1.064843  -0.042418  -3.131564
H  -1.316627  -2.394308  0.430816
H  -0.371347  -3.327658  1.431476
C  1.762913  3.426192  3.456446
C  1.155063  2.962122  2.145676
C  2.124893  2.654992  0.954766
O  1.270203  2.348182  -0.151694
C  0.737263  3.429922  -0.897364
N  0.225393  1.842952  2.468896
H  1.067853  3.858182  4.176426
H  2.518673  4.171892  3.209756
H  2.381383  2.728622  4.021226
H  0.565463  3.827922  1.844256
H  2.720833  1.808062  1.294886
H  2.815153  3.498582  0.955076
H  0.573413  3.037232  -1.900884
H  1.458903  4.240182  -1.001304
H  -0.132147  3.910892  -0.449144
H  0.571153  1.182512  3.150336
H  -0.551547  2.208352  3.000826
C  2.977823  -1.067318  1.746246
O  1.798933  -0.977048  2.500076
H  3.757253  -1.698338  2.173346
H  2.697463  -1.427638  0.756466
H  3.428663  -0.092688  1.559346
H  1.868253  -1.743528  3.073926

Atoms 1-6, force components in eV/Å:
Na -0.24 -0.03 -0.05
C 1.04 1.25 -0.08
C -1.57 -1.91 0.40
C 0.23 0.62 0.58
O 0.43 1.10 -0.34
C -0.90 0.52 -0.29



Number 1: HOMO energy -8.50 eV. Number 2: HOMO energy -9.39 eV. Number 3: HOMO energy -2.12 eV. Number 4: HOMO energy -12.36 eV.